A molecular structure, C36H45FI2N8O4V. Source: OMol25; level of theory: ωB97M-V/def2-TZVPD.

Calculated values
- Kohn-Sham gap (spin up / spin down): 6.17 / 6.27 eV
- Largest force on an atom: 0.898 eV/Å
- Net charge: +3
- HOMO energy (spin up / spin down): -13.326 / -13.398 eV
- 2S+1: 3
- Expectation value of S²: 2.01

CARTESIAN COORDINATES (ANGSTROEM)
V1 0.816 -1.528 1.397
I1 8.198 1.185 0.818
C1 6.321 0.308 0.997
C2 5.339 0.575 0.056
C3 4.089 -0.014 0.182
I2 2.641 0.422 -1.239
C4 3.807 -0.891 1.230
O1 2.638 -1.522 1.347
C5 4.799 -1.146 2.186
C6 4.557 -2.096 3.330
N1 3.285 -1.891 4.050
C7 3.102 -0.541 4.548
C8 2.034 0.372 3.955
C9 2.140 1.692 4.401
C10 1.127 2.598 4.190
C11 -0.013 2.156 3.533
C12 -0.024 0.865 3.063
N2 0.980 -0.028 3.218
C13 6.042 -0.540 2.058
H1 5.543 1.240 -0.771
H2 5.404 -1.993 4.017
H3 4.570 -3.131 2.973
H4 3.300 -2.521 4.843
H5 4.041 0.021 4.526
H6 2.825 -0.597 5.606
H7 3.024 1.982 4.953
H8 1.211 3.614 4.552
H9 -0.871 2.793 3.379
H10 -0.883 0.523 2.505
H11 6.806 -0.740 2.800
F1 -0.909 4.652 -0.520
C14 -1.167 3.537 -1.226
C15 -0.902 2.339 -0.640
C16 -1.110 1.144 -1.344
C17 -0.747 -0.126 -0.756
O2 -0.356 -0.157 0.459
C18 -0.881 -1.261 -1.584
C19 -1.438 -1.124 -2.834
N3 -1.818 0.041 -3.361
C20 -2.341 0.071 -4.720
C21 -3.777 0.452 -4.935
C22 -3.337 -0.968 -5.129
C23 -1.614 1.221 -2.649
C24 -1.893 2.464 -3.229
C25 -1.661 3.652 -2.549
N4 -1.923 4.885 -3.153
C26 -1.886 6.144 -2.402
C27 -2.384 7.283 -3.294
N5 -3.435 6.750 -4.225
C28 -2.835 5.778 -5.223
C29 -1.641 5.088 -4.568
C30 -0.422 -2.610 -1.152
O3 -0.894 -3.628 -1.675
O4 0.453 -2.630 -0.222
H12 -0.482 2.312 0.356
H13 -1.578 -2.001 -3.452
H14 -1.599 0.386 -5.443
H15 -4.014 1.042 -5.809
H16 -4.367 0.663 -4.053
H17 -3.255 -1.356 -6.133
H18 -3.660 -1.684 -4.386
H19 -2.318 2.484 -4.219
H20 -0.886 6.413 -2.053
H21 -2.532 6.057 -1.529
H22 -1.604 7.702 -3.925
H23 -2.815 8.085 -2.700
H24 -3.900 7.515 -4.715
H25 -4.153 6.271 -3.679
H26 -2.545 6.347 -6.104
H27 -3.623 5.078 -5.490
H28 -0.732 5.686 -4.693
H29 -1.455 4.148 -5.077
N6 -0.682 -5.857 -0.177
C31 -0.481 -5.008 1.051
C32 0.327 -5.647 2.155
C33 0.599 -4.548 3.193
N7 1.313 -3.402 2.587
C34 -0.706 -4.045 3.791
C35 -1.651 -3.512 2.720
N8 -1.196 -2.181 2.223
C36 -1.819 -4.501 1.559
H30 0.176 -6.355 -0.419
H31 -0.857 -5.176 -0.952
H32 -1.431 -6.545 -0.092
H33 0.105 -4.186 0.661
H34 1.279 -6.028 1.771
H35 -0.191 -6.478 2.639
H36 1.215 -4.993 3.978
H37 2.092 -3.715 2.009
H38 1.800 -2.878 3.333
H39 -0.511 -3.271 4.539
H40 -1.196 -4.866 4.317
H41 -2.640 -3.376 3.161
H42 -1.249 -1.541 3.018
H43 -1.898 -1.826 1.577
H44 -2.397 -4.037 0.754
H45 -2.412 -5.341 1.936

Mulliken charges in e: 0.965 0.152 -0.671 -0.480 0.103 0.164 -0.739 0.492 0.753 -1.380 -0.323 -1.466 1.097 -1.134 -0.490 -1.360 -0.455 0.100 -0.638 0.422 0.472 0.361 0.367 0.474 0.582 0.466 0.476 0.493 0.800 0.436 -0.347 0.240 -0.382 1.048 0.507 0.395 0.743 -0.359 0.288 -0.362 -0.435 -0.992 -0.754 -0.689 -1.022 0.186 -0.665 -0.861 -0.123 -0.746 -0.686 -0.091 -0.945 -0.621 0.448 0.828 0.472 0.325 0.222 0.266 0.358 0.855 0.393 0.517 0.373 0.415 0.356 0.385 0.379 0.436 0.313 0.462 0.099 0.675 -1.432 0.212 -0.002 -1.506 0.063 -0.552 -1.295 0.435 0.350 0.392 -0.119 0.504 0.406 0.440 0.270 -0.140 0.544 0.479 0.400 0.384 0.396 0.216 0.612